The following is a quantum chemistry calculation of a cluster of 14 separate species, C5H38NO14 in total, from the OMol25 dataset.

```
58
Properties=species:S:1:pos:R:3:forces:R:3
C 1.762 -1.428 -0.474 1.8 -3.0 1.1
N 1.569 -2.194 0.827 -2.0 0.3 -2.4
C 2.031 -3.558 0.602 4.1 1.1 0.7
C -1.056 -2.668 0.395 0.3 2.0 -0.1
C 0.164 -2.290 1.310 -1.0 0.2 2.6
C -0.293 -1.166 2.276 -0.6 -0.7 0.7
O -1.019 -0.097 1.675 0.6 0.0 -0.2
H 2.770 -1.825 -0.788 -0.8 1.2 0.0
H 1.710 -0.416 -0.299 0.3 2.4 0.5
H 1.108 -1.594 -1.302 -0.9 -0.7 -0.4
H 1.636 -4.201 -0.160 -0.7 0.0 -0.6
H 3.177 -3.415 0.425 -1.8 -0.5 -0.3
H 2.105 -4.050 1.552 -0.6 -0.6 0.5
H -1.432 -3.651 0.640 -0.2 -0.2 -0.1
H -1.953 -1.873 0.333 2.3 -1.8 0.4
H -0.549 -2.679 -0.556 -0.7 -0.4 -0.7
H 0.341 -3.072 2.070 -0.6 -0.1 -0.3
H -1.012 -1.656 3.015 0.6 0.6 -1.1
H 0.533 -0.843 2.932 0.0 0.3 -0.5
H -2.530 1.650 0.111 0.2 0.5 0.6
H -3.361 2.207 -1.092 1.0 -1.5 0.8
O -2.826 1.412 -0.778 -1.8 1.1 -0.9
H -1.648 2.897 1.917 2.1 -1.5 6.7
H -1.180 3.297 0.631 1.0 0.7 -1.1
O -1.966 3.065 1.128 -3.5 0.9 -5.4
H -1.597 2.355 -1.714 -0.5 -0.6 -0.2
H -0.625 3.367 -1.442 0.4 0.3 -0.3
O -1.234 3.095 -2.198 0.2 0.5 -0.1
H -3.277 -1.382 -1.742 -0.7 -1.4 0.1
H -3.208 -2.193 -2.910 -0.8 -0.5 0.4
O -3.585 -2.296 -2.009 0.4 1.8 -0.4
H 3.090 -1.407 2.410 -3.7 -2.5 -1.8
H 3.678 -0.093 2.387 -0.3 3.3 -1.3
O 3.779 -0.932 2.723 4.0 -0.8 3.0
H -2.233 0.393 -1.848 0.4 -1.0 -0.7
H -1.284 0.128 -3.045 0.0 0.0 0.0
O -1.939 -0.330 -2.487 0.4 1.3 0.2
H 2.985 1.905 -0.941 2.0 -1.0 1.0
H 1.915 2.738 -1.069 -0.4 -1.2 -1.9
O 2.377 2.015 -1.642 -2.0 2.4 0.7
H 2.467 1.731 1.331 -4.2 0.4 0.7
H 3.262 0.581 0.433 -0.6 3.2 2.4
O 3.279 1.456 1.037 5.7 -4.1 -3.4
H 0.536 2.566 0.865 0.7 0.5 0.1
H 0.371 4.435 -0.330 1.0 5.1 -0.4
O 0.231 3.574 -0.187 -0.6 -4.8 0.4
H -2.413 1.331 3.279 2.6 1.1 0.8
H -0.835 1.313 3.122 -0.8 0.1 0.2
O -1.545 1.778 3.618 -1.9 -1.1 -0.7
H -1.034 -2.388 -3.138 -0.5 -2.0 1.5
H -1.948 -3.016 -2.048 -0.5 0.2 0.4
O -1.216 -3.247 -2.616 1.7 1.4 -2.3
H 1.047 2.643 2.310 0.1 1.2 1.4
H -0.405 0.435 1.133 -0.2 -0.2 0.5
O 0.910 2.014 1.636 -0.9 -1.2 -0.8
H -0.421 2.245 -3.461 -1.3 0.5 0.3
H 0.865 1.740 -3.763 -1.2 -0.9 -0.9
O -0.077 1.593 -4.090 2.5 0.2 0.7
```
Forces are in eV/Å.

**Net charge**: -1
**E_tot**: -35956.980 eV
**HOMO energy**: -6.92 eV

The following is a quantum chemistry calculation of a cluster of 13 separate species, C5H39N2O13 in total, from the OMol25 dataset.

```
59
Properties=species:S:1:pos:R:3:forces:R:3
N -1.000 0.998 1.566 -2.2 0.7 -1.1
C -0.111 0.672 0.336 -0.4 -1.2 1.2
C -0.918 0.689 -0.959 -0.8 1.8 -2.4
C -2.410 0.310 -0.880 0.8 0.4 0.8
O -0.959 2.058 -1.466 1.2 0.7 0.5
C 0.489 -0.748 0.499 -2.1 0.8 -1.8
N 1.424 -0.922 -0.605 2.0 -1.6 1.2
C 2.359 -1.988 -0.134 1.0 0.0 0.0
H -1.840 0.385 1.674 0.8 0.0 -0.2
H -1.472 1.943 1.404 1.2 -0.8 0.3
H -0.516 1.000 2.482 0.7 0.1 -0.4
H 0.703 1.429 0.395 -0.6 -0.5 -0.4
H -0.471 0.235 -1.886 0.1 -0.7 2.1
H -2.908 1.180 -0.430 -0.1 -0.4 0.3
H -2.492 -0.577 -0.227 -0.6 0.2 -0.6
H -2.886 0.244 -1.867 0.5 -0.6 0.3
H -0.010 2.352 -1.428 -1.3 -0.2 -0.6
H -0.345 -1.518 0.340 1.0 0.9 1.1
H 1.014 -0.758 1.444 -0.1 -0.5 0.2
H 1.093 -1.309 -1.467 -1.5 0.2 -0.1
H 2.606 -2.691 -0.969 0.0 0.6 0.8
H 3.263 -1.500 0.278 -0.1 -0.4 -0.5
H 1.996 -2.563 0.744 -0.2 0.1 -0.8
H 3.853 0.747 -1.453 0.1 0.5 -0.3
H 2.476 0.300 -1.784 -0.2 1.0 0.5
O 2.994 1.141 -1.679 0.3 -1.2 -0.3
H 1.902 2.270 -3.453 0.6 -0.3 0.3
H 0.741 2.891 -4.119 -0.8 1.3 -1.1
O 0.951 2.194 -3.535 0.3 -0.8 0.7
H 2.703 3.306 2.284 0.6 0.1 -0.5
H 3.658 2.803 3.403 1.1 -0.1 -0.2
O 2.772 3.041 3.195 -1.5 0.8 1.1
H -4.220 -0.552 1.961 0.5 -0.5 0.5
H -5.146 0.503 1.540 -0.9 0.6 -0.5
O -4.415 0.375 2.125 0.7 -0.1 0.1
H 1.293 0.901 4.209 0.0 -0.2 0.9
H 1.778 1.757 3.063 -0.2 -0.2 0.3
O 1.117 1.054 3.291 -0.1 0.0 -0.9
H 0.384 0.475 -3.800 0.4 0.5 -0.2
H 1.274 -0.802 -3.812 0.6 0.0 -0.6
O 0.457 -0.436 -3.497 -0.6 -0.6 0.1
H 3.026 1.358 0.267 -0.6 0.6 -0.1
H 4.172 1.181 1.102 0.2 0.4 0.8
O 3.365 1.717 1.109 0.5 -1.2 -1.2
H -0.628 4.369 0.282 -0.5 -0.3 1.0
H -1.531 3.398 -0.318 -0.3 -0.4 0.6
O -1.308 3.725 0.583 0.6 0.8 -1.3
H -1.946 -2.918 -1.207 -0.3 0.4 -2.7
H -3.119 -3.849 -0.323 1.0 1.0 -1.5
O -2.286 -3.342 -0.455 -0.7 -1.3 4.1
H 0.346 -4.113 1.748 0.1 0.0 0.8
H -0.779 -3.803 0.901 -0.7 0.3 0.6
O -0.524 -3.700 1.846 0.6 -0.5 -1.5
H -2.456 -2.209 1.454 0.0 -0.1 0.3
H -2.902 -2.782 2.787 0.1 0.0 0.2
O -2.775 -1.942 2.336 -0.1 0.2 -0.7
H -0.380 -3.426 -2.986 0.3 -0.6 -0.5
H -0.642 -1.907 -3.235 0.4 0.8 -0.8
O -0.813 -2.647 -2.671 -0.9 -0.3 1.5
```
Forces are in eV/Å.

**Net charge**: +1
**E_tot**: -35409.922 eV
**HOMO energy**: -12.43 eV

The following is a quantum chemistry calculation of a structure of composition C5H39N2O14, from the OMol25 dataset.

```
60
Properties=species:S:1:pos:R:3:forces:R:3
C 0.091 0.148 0.042 0.5 0.1 2.8
N -1.263 0.748 0.392 0.2 -2.2 0.3
C -1.102 1.700 1.484 -1.5 1.1 2.7
C -0.010 -1.063 -0.899 0.3 1.0 0.6
C 1.095 -1.035 -1.922 2.9 2.7 1.0
N 0.261 -2.333 -0.161 -4.0 1.7 -1.0
C -0.791 -3.305 -0.223 0.0 -2.3 -0.6
O -0.405 -4.353 -1.147 1.1 0.4 -0.1
H 0.502 -0.208 1.057 0.0 0.7 -1.5
H 0.819 0.883 -0.352 -0.6 -0.2 0.2
H -1.697 -0.052 0.948 0.2 1.1 -1.3
H -2.129 1.941 2.069 2.0 -0.4 -2.1
H -0.589 2.657 1.218 -0.4 -1.2 0.1
H -0.584 1.187 2.311 0.5 0.6 -0.2
H -1.033 -0.867 -1.274 0.4 -1.5 -0.3
H 1.112 -0.161 -2.609 -0.6 0.0 0.9
H 1.029 -1.779 -2.620 0.0 -2.5 -1.4
H 2.146 -1.015 -1.374 -2.1 -0.3 -1.1
H 3.555 -2.691 -0.301 -0.5 0.3 0.5
H -1.731 -2.994 -0.645 -0.2 0.9 0.0
H -1.036 -3.771 0.730 0.5 0.3 0.4
H 0.575 -4.450 -1.183 -1.0 0.0 0.3
H 2.495 -2.075 0.820 1.2 -0.9 0.0
O 3.391 -2.034 0.394 0.6 0.5 -0.9
H -1.160 -2.785 -2.489 0.3 -0.8 0.1
H -1.116 -2.564 -3.985 1.0 -0.9 -1.9
O -1.523 -2.281 -3.206 -1.2 1.1 1.2
H 1.686 -0.587 4.233 -1.8 0.7 -2.6
H 1.488 -1.290 2.725 -0.7 0.7 1.3
O 1.125 -0.429 3.364 2.6 -1.0 2.0
H -0.258 4.229 0.451 1.6 0.5 -1.0
H 1.414 4.066 0.012 -2.9 1.3 0.0
O 0.432 4.492 -0.222 1.2 -1.5 1.0
H -2.585 2.287 -0.511 0.5 -0.5 -0.3
H -3.127 2.032 -1.930 0.3 -1.9 -2.0
O -3.142 2.609 -1.218 -0.9 2.3 2.2
H 2.514 1.248 -2.527 -0.7 -1.5 -1.3
H 2.418 2.650 -2.126 -0.8 1.5 -0.3
O 2.930 1.875 -1.988 1.5 0.2 1.6
H 0.022 3.560 -1.824 -0.3 2.1 1.7
H 0.221 2.255 -2.248 0.1 -3.1 0.6
O 0.146 3.087 -2.621 0.2 1.0 -2.3
H -1.408 -1.549 3.838 -0.2 0.6 0.5
H -0.384 -1.648 2.736 1.9 1.5 -0.6
O -1.011 -2.131 3.205 -2.2 -2.3 0.3
H 2.800 1.277 1.536 0.7 -0.8 -0.5
H 1.701 0.745 2.656 1.3 1.8 -0.8
O 2.185 1.602 2.172 -1.8 -1.0 1.7
H -3.302 -0.523 -1.939 1.1 -0.5 3.0
H -3.060 -1.053 -3.348 2.1 -2.4 -1.4
O -3.523 -0.488 -2.816 -3.5 3.2 -1.4
H -4.041 -0.131 1.156 -0.2 0.7 -0.2
H -4.105 1.421 0.625 -0.3 -2.2 2.2
O -4.191 0.783 1.450 0.3 1.5 -2.1
H 1.548 -3.277 2.382 0.0 0.8 0.0
H 0.700 -2.303 0.819 1.9 -0.3 1.1
O 1.548 -2.378 2.003 -1.0 -0.9 -0.5
H 3.084 2.906 0.509 1.8 -4.5 -1.9
H 2.442 3.483 1.651 0.9 0.8 -2.2
O 2.830 3.731 0.717 -2.5 3.8 3.7
```
Forces are in eV/Å.

**Multiplicity**: 2
**E_tot**: -37456.921 eV
**HOMO energy (alpha / beta)**: -10.33 / -10.32 eV

The following is a quantum chemistry calculation of a cluster of 13 separate species, C5H39N3O12 in total, from the OMol25 dataset.

```
59
Properties=species:S:1:pos:R:3:forces:R:3
C -2.142 -0.223 -2.131 0.3 0.1 -0.4
N -0.789 0.044 -1.650 0.4 0.2 -0.1
C 0.217 -0.065 -2.710 1.6 -0.9 -1.3
C 1.478 0.787 -2.484 0.2 0.2 2.4
C 1.976 0.401 -1.064 1.8 2.7 2.9
N 2.092 -1.049 -0.796 -2.3 0.2 0.0
C -3.213 0.241 -1.176 -0.2 -1.0 1.5
N -3.548 -0.941 -0.335 -0.3 1.2 1.1
H -2.367 0.279 -3.095 0.5 -0.5 0.0
H -2.152 -1.325 -2.177 -0.7 0.5 -0.7
H -0.766 0.973 -1.266 0.2 0.6 0.0
H 0.667 -1.067 -2.789 -0.8 -0.2 0.2
H -0.173 0.092 -3.719 -0.4 0.3 0.1
H 2.453 0.629 -3.035 -1.9 0.2 -0.6
H 1.104 1.824 -2.416 0.9 -0.1 -0.4
H 1.377 0.923 -0.190 0.4 -1.5 -1.8
H 2.988 0.916 -0.712 -1.8 -1.0 -1.7
H 1.057 -1.240 -0.636 1.7 -0.7 0.0
H 2.314 -1.565 -1.661 0.0 0.4 0.5
H -2.900 1.011 -0.427 0.0 -0.2 -1.0
H -4.067 0.595 -1.762 0.0 0.2 0.2
H -4.024 -0.632 0.545 0.4 -0.5 -1.1
H -4.150 -1.534 -0.864 -0.5 -0.5 -0.1
H -1.441 -2.766 0.325 0.6 -1.1 -0.6
H -0.411 -3.931 0.476 -0.1 0.3 0.3
O -0.969 -3.488 -0.169 -0.8 0.9 0.0
H -1.176 -0.697 0.329 -0.4 -0.2 1.0
H -0.451 -0.314 1.632 -0.6 0.0 0.1
O -1.272 -0.784 1.325 1.6 0.5 -1.2
H 1.322 3.569 -0.436 0.0 -0.6 0.2
H 2.663 4.198 -0.324 0.6 0.3 0.1
O 2.270 3.327 -0.322 -0.4 0.5 -0.4
H -0.951 3.168 0.251 0.0 0.3 0.1
H -0.890 4.391 -0.769 0.3 -0.7 0.4
O -0.370 3.670 -0.363 -0.5 0.7 -0.8
H -1.135 -3.985 -2.311 -1.0 -2.1 2.3
H -0.456 -2.663 -2.363 -0.9 -1.8 -1.3
O -0.871 -3.385 -2.945 1.9 3.8 -1.1
H 3.007 -2.150 1.555 -0.3 -0.4 -0.5
H 1.831 -2.898 2.227 -0.4 0.0 -0.1
O 2.662 -2.449 2.396 0.9 0.3 0.5
H -1.136 1.808 1.922 1.3 -1.6 0.8
H -1.405 3.256 2.290 -0.2 -0.7 -0.6
O -1.633 2.550 1.644 -1.0 2.3 -0.1
H -3.310 1.332 2.031 -0.1 -0.2 0.3
H -2.646 -0.015 2.080 0.6 -0.6 -0.3
O -3.387 0.460 2.448 -1.0 0.8 0.2
H -0.312 -2.155 2.037 0.1 -0.3 -0.2
H -0.530 -3.295 3.010 0.3 -0.2 0.0
O 0.065 -3.019 2.301 -0.6 0.1 0.5
H 3.692 1.487 1.868 1.2 -0.7 -0.3
H 2.736 2.364 0.985 0.1 -0.5 1.2
O 2.832 1.857 1.849 -1.9 1.9 -0.4
H 3.860 -0.604 1.697 0.8 0.9 0.0
H 3.815 -0.526 0.255 0.4 0.6 0.0
O 4.298 -0.076 0.987 -0.6 -2.1 0.2
H 0.535 0.479 3.530 -0.2 0.6 -1.5
H 1.277 1.336 2.483 1.7 0.6 -0.6
O 0.457 0.875 2.618 -1.5 -1.3 2.0
```
Forces are in eV/Å.

**E_tot**: -34858.282 eV
**HOMO energy**: -9.61 eV

The following is a quantum chemistry calculation of a cluster of 14 separate species, C5H39NO15 in total, from the OMol25 dataset.

```
60
Properties=species:S:1:pos:R:3:forces:R:3
C -2.827 -1.311 0.410 -0.6 1.6 0.6
N -2.070 -1.426 -0.810 0.1 0.0 -0.7
C -0.624 -1.408 -0.695 -0.2 -2.3 -0.1
C -0.138 -0.035 -1.111 0.9 -1.5 3.2
O -0.397 0.739 0.006 -1.5 3.5 1.7
C 0.299 -2.599 -1.426 -2.5 3.3 0.4
O 1.257 -2.723 -0.417 2.5 -0.1 -1.2
C -3.958 -0.207 0.443 -0.2 -4.2 1.2
H -2.205 -1.026 1.285 0.1 -0.4 -0.7
H -3.258 -2.268 0.570 -0.7 -0.8 0.7
H -2.524 -1.013 -1.639 0.8 -0.1 0.9
H -0.428 -1.619 0.450 -0.2 0.8 -2.5
H -0.723 0.327 -1.856 -1.2 0.8 -2.7
H 0.914 0.046 -1.233 1.1 -0.3 -1.0
H -1.055 1.490 -0.194 1.1 -1.7 0.2
H -0.209 -3.552 -1.516 -0.2 0.1 -0.2
H 0.536 -2.113 -2.449 0.6 -1.3 1.5
H 2.053 -2.159 -0.585 -0.4 -0.6 0.0
H -4.465 -0.264 -0.481 -0.4 1.0 -1.2
H -3.610 0.673 0.875 0.5 1.8 0.0
H -4.711 -0.625 1.156 0.5 0.4 -0.3
H 3.347 1.741 0.975 1.2 -0.6 -0.9
H 4.601 1.932 0.127 4.2 4.3 -1.3
O 3.987 1.339 0.319 -5.5 -2.9 2.4
H 2.573 2.095 -1.552 -0.1 0.5 0.0
H 1.347 2.807 -1.949 -6.5 1.3 2.8
O 2.146 2.641 -2.231 7.0 -2.0 -2.6
H -3.380 2.455 -0.433 -1.2 1.0 0.4
H -2.568 2.628 -1.831 -0.5 0.1 1.4
O -2.720 2.121 -1.001 1.8 -0.8 -1.7
H 1.277 -1.536 1.418 0.5 -2.0 1.4
H 1.626 -3.116 1.626 -1.0 3.3 1.7
O 1.362 -2.226 2.160 1.2 -2.1 -3.1
H 3.452 -1.092 -2.285 1.5 -0.9 2.3
H 2.934 0.251 -2.815 0.2 0.2 0.1
O 3.020 -0.687 -2.985 -1.7 0.8 -2.6
H 3.937 -1.175 0.563 0.5 -0.1 1.5
H 3.141 -0.234 -0.290 0.5 0.1 0.2
O 3.655 -1.051 -0.321 -1.1 -0.8 -1.7
H -2.502 1.965 3.665 -1.3 4.9 0.7
H -1.396 0.929 4.344 -2.6 1.3 -2.1
O -2.165 1.148 3.669 4.0 -6.4 1.3
H 0.005 3.730 -2.854 1.1 0.6 -0.9
H -0.852 2.420 -3.057 0.5 1.2 0.3
O -0.755 3.273 -2.557 -1.6 -1.9 0.1
H -0.604 -2.758 2.009 0.8 0.7 -1.5
H -1.849 -2.215 2.850 0.2 0.1 -0.5
O -1.123 -2.840 2.775 -1.5 -1.2 2.5
H -0.070 -2.285 3.955 1.2 3.3 1.8
H 1.319 -1.439 4.357 -2.9 -0.2 0.5
O 0.303 -1.409 4.535 1.6 -2.6 -1.9
H -0.391 -0.109 -3.655 1.9 -0.7 0.6
H -1.680 -0.642 -4.218 -0.4 -0.7 -0.2
O -1.206 0.152 -4.009 -1.5 1.5 -0.7
H 0.929 3.284 0.892 -0.6 -2.4 1.5
H 0.738 4.566 0.409 1.4 -0.4 -0.8
O 1.398 3.824 0.302 -0.9 2.7 -0.6
H 1.454 -0.111 2.679 -1.4 -3.6 5.8
H 1.012 0.307 1.556 0.3 1.4 -1.3
O 1.841 0.389 2.072 0.8 3.0 -4.7
```
Forces are in eV/Å.

**E_tot**: -38015.827 eV
**HOMO energy**: -8.13 eV